Computed, not measured: a cluster of 12 separate species, C54H99Cl3N18 in total, with ωB97M-V/def2-TZVPD.

Each line ends with the Mulliken charge.
CARTESIAN COORDINATES (ANGSTROEM)
C  -0.17927  1.33961  0.26138  -1.12
C  -0.40160  -0.03070  -0.30892  0.02
N  0.20206  -0.30116  -1.61835  1.77
C  0.63685  -1.54912  -2.06223  -0.96
C  1.03447  -1.37531  -3.37928  -0.91
N  0.78072  -0.07306  -3.77518  0.97
C  0.44410  0.60022  -2.65669  -0.91
C  0.99369  0.46417  -5.02042  -1.21
H  0.87161  1.58069  0.42145  -0.06
H  -0.51853  1.24505  1.29292  0.33
H  -0.73279  2.16140  -0.19291  0.53
H  -1.40131  -0.46249  -0.35637  0.09
H  0.02798  -0.72458  0.41364  -0.36
H  0.64971  -2.48946  -1.53119  0.89
H  1.43897  -2.15388  -4.00905  0.31
H  0.23040  1.65574  -2.57541  -0.02
H  1.61590  -0.16453  -5.65736  0.35
H  1.57654  1.37553  -4.88698  0.48
H  0.04754  0.63798  -5.53297  0.35
C  1.98693  -10.38537  -3.86097  -1.07
C  1.05825  -9.84963  -5.03385  -0.44
N  0.63298  -8.55651  -4.58557  0.10
C  -0.56914  -8.26607  -4.06262  -0.37
C  -0.64316  -6.88371  -3.80590  -0.56
N  0.56718  -6.39282  -4.04707  0.34
C  1.38600  -7.39623  -4.56530  -0.20
C  0.92857  -5.00454  -3.84048  -0.88
H  2.93932  -9.85848  -3.80229  0.35
H  2.30394  -11.42758  -3.89852  0.39
H  1.64166  -10.27344  -2.83318  0.32
H  0.16154  -10.44533  -5.20454  0.32
H  1.64174  -9.69978  -5.94225  0.32
H  -1.37403  -8.98537  -4.09665  0.45
H  -1.49831  -6.32925  -3.44858  0.49
H  2.35943  -7.37505  -5.03261  0.46
H  2.01305  -4.97596  -3.94623  0.37
H  0.54081  -4.69191  -2.87094  0.09
H  0.58545  -4.35862  -4.64867  0.36
C  2.79585  -1.44311  1.61396  0.80
C  4.04557  -0.55339  1.83250  -1.00
N  4.33701  0.25865  0.55740  0.21
C  4.95782  1.49964  0.49684  -0.49
C  4.95409  1.92261  -0.81764  -0.41
N  4.31018  1.02170  -1.59176  0.20
C  3.94511  -0.01083  -0.70946  -0.36
C  3.97713  1.06496  -3.03145  -0.69
H  2.92570  -2.20573  0.84607  0.34
H  2.06742  -0.68281  1.33211  -0.36
H  2.57441  -1.96294  2.54607  -0.43
H  4.92663  -1.11235  2.14778  0.39
H  3.97413  0.22130  2.59594  0.39
H  5.36021  1.96158  1.38628  0.56
H  5.33084  2.84909  -1.22520  0.49
H  3.30889  -0.85599  -0.92699  0.43
H  3.49364  2.00230  -3.30665  0.20
H  3.36307  0.21953  -3.34172  0.09
H  4.82064  1.05073  -3.72166  0.44
C  -2.15565  -3.06422  -4.02084  -0.56
C  -3.56455  -2.76074  -3.52059  -0.72
N  -3.60322  -1.50968  -2.76190  0.31
C  -3.23781  -0.22500  -3.07857  -0.83
C  -3.70773  0.63413  -2.13033  -0.33
N  -4.15020  -0.13022  -1.14148  0.28
C  -4.13130  -1.44515  -1.51908  -0.33
C  -4.80386  0.36659  0.05760  -0.94
H  -2.08453  -4.01573  -4.54781  0.44
H  -1.42736  -3.10527  -3.21090  -0.05
H  -1.92950  -2.23015  -4.68513  0.46
H  -3.92511  -3.62146  -2.95734  0.36
H  -4.29454  -2.52764  -4.29575  0.33
H  -2.75655  0.01453  -4.01527  0.66
H  -3.59181  1.70181  -2.01623  0.59
H  -4.45856  -2.32902  -0.99176  0.41
H  -4.81527  1.45601  0.09156  0.24
H  -4.32305  0.05406  0.98456  0.35
H  -5.86373  0.11224  0.06562  0.43
C  -0.77901  7.80765  -8.12653  -1.14
C  -1.78931  6.65429  -7.96751  -0.36
N  -1.65436  6.06331  -6.66045  0.12
C  -1.83306  6.70211  -5.46313  -0.46
C  -1.72495  5.74342  -4.40715  -0.25
N  -1.39243  4.61218  -5.07570  0.30
C  -1.35477  4.78429  -6.42984  -0.14
C  -1.30102  3.26080  -4.48138  -0.99
H  0.22489  7.44348  -7.90819  0.34
H  -0.94967  8.61311  -7.41224  0.37
H  -0.78385  8.28499  -9.10644  0.37
H  -1.75988  5.83569  -8.68662  0.33
H  -2.79527  7.07274  -7.99961  0.30
H  -2.02011  7.76477  -5.41653  0.42
H  -1.74979  5.76817  -3.32772  0.45
H  -1.06824  4.07777  -7.19478  0.38
H  -2.14897  2.61801  -4.71780  0.48
H  -1.21090  3.24718  -3.39520  0.06
H  -0.39281  2.77758  -4.84160  0.33
C  -5.36364  4.84137  6.81290  -1.34
C  -5.97644  5.13898  5.43149  -0.23
N  -5.42023  4.47902  4.28059  0.22
C  -5.87727  4.61572  2.99552  -0.67
C  -4.96906  3.94649  2.11301  -0.21
N  -3.91890  3.40718  2.92260  0.26
C  -4.20740  3.75156  4.24441  -0.37
C  -2.73737  2.72210  2.55321  -0.88
H  -4.27645  4.91146  6.84741  0.35
H  -5.54422  3.78869  7.03055  0.40
H  -5.88396  5.29793  7.65487  0.36
H  -6.00852  6.21014  5.23228  0.38
H  -7.02071  4.83059  5.48161  0.36
H  -6.84993  5.04104  2.79694  0.47
H  -4.95168  3.81418  1.04129  0.53
H  -3.62803  3.56344  5.13622  0.40
H  -2.80640  1.73675  3.01410  0.33
H  -1.91390  3.36270  2.86885  0.52
H  -2.64365  2.59009  1.47530  0.14
C  0.30701  -6.94221  -0.30715  -0.89
C  1.49533  -5.99122  -0.13491  0.21
N  2.00386  -5.73823  1.25672  0.30
C  1.27806  -5.87100  2.39390  -0.44
C  2.02169  -5.43909  3.44874  -0.81
N  3.21169  -4.99938  3.00781  0.25
C  3.20978  -5.14907  1.65786  -0.46
C  4.24859  -4.40345  3.80331  -0.81
H  0.62872  -7.85741  0.18986  0.45
H  0.13288  -7.01906  -1.38041  -0.07
H  -0.61507  -6.56516  0.13522  0.41
H  1.31062  -5.00304  -0.55620  -0.26
H  2.33763  -6.29728  -0.75536  0.40
H  0.20930  -6.01687  2.44740  0.43
H  1.75924  -5.28019  4.48424  0.84
H  3.99181  -4.82804  0.98572  0.49
H  5.11814  -4.08103  3.23058  0.35
H  4.74451  -5.08678  4.49267  0.37
H  3.87518  -3.53721  4.34948  0.32
C  -0.36934  -2.73579  3.20231  -0.68
C  0.60287  -2.28450  4.26915  0.63
N  -0.01355  -2.21006  5.61326  0.28
C  -0.51172  -1.03264  6.14965  -0.20
C  -0.86134  -1.33184  7.49177  -0.62
N  -0.71601  -2.75203  7.72176  0.14
C  -0.09864  -3.27105  6.59797  -0.19
C  -0.93876  -3.45507  9.00564  -0.72
H  -0.71917  -3.70791  3.54973  0.37
H  0.23747  -2.78104  2.29796  -0.04
H  -1.25778  -2.11729  3.07490  0.35
H  0.87839  -1.25228  4.05302  -0.01
H  1.38941  -3.03076  4.38113  -0.53
H  -0.49136  -0.12921  5.55821  0.46
H  -1.34620  -0.70949  8.22933  0.38
H  0.19503  -4.29702  6.43203  0.35
H  -1.08695  -4.52956  8.89789  0.28
H  -1.66629  -3.00275  9.67959  0.29
H  0.01623  -3.29219  9.50521  0.40
C  1.77224  9.35124  4.75927  -1.15
C  2.94305  8.73785  3.98856  -0.39
N  2.76757  7.32452  3.63723  0.13
C  2.26347  6.35841  4.42878  -0.49
C  2.02223  5.23085  3.68773  -0.38
N  2.64917  5.39903  2.46496  0.29
C  3.15948  6.73837  2.45129  -0.25
C  2.73857  4.48530  1.38169  -0.54
H  1.88555  8.94523  5.76447  0.37
H  0.84508  8.88664  4.42368  0.35
H  1.79839  10.43940  4.81686  0.36
H  3.86503  8.72998  4.56994  0.34
H  3.18902  9.30495  3.09079  0.37
H  1.98750  6.62151  5.43923  0.42
H  1.55486  4.29291  3.94894  0.46
H  3.62395  7.19713  1.59094  0.41
H  2.01560  4.77745  0.62007  0.30
H  2.51911  3.50107  1.79549  0.00
H  3.78445  4.51269  1.07595  0.35
Cl  1.76034  4.00644  -2.55661  -0.66
Cl  1.19347  1.55310  3.58378  -0.81
Cl  1.00934  -2.74647  -7.02679  -0.69

The value obtained for the HOMO energy is -16.52 eV. The value obtained for the orbital gap is 0.18496 Eh. For the relative energy (zero: lowest compared OMol25 entry of this formula, charge and spin), the calculation gives 0.0000 eV. Its charge is +6.